<1>
Entry from the OMol25 dataset: an isolated ion of composition C5H5O5 and charge -1 (ωB97M-V/def2-TZVPD).

HOMO = -0.1774 hartree
Gap between HOMO and LUMO = 8.496 eV
Molecular weight = 145.1 Da
Total charge = -1

Positions of all 15 atoms, in Å:
1 C -2.55 -0.25 -0.06
2 C -1.28 -0.28 -0.47
3 C -0.48 0.85 -0.15
4 C 1.66 -0.53 -0.57
5 C 0.84 0.36 0.56
6 O 1.69 -1.72 -0.23
7 O -0.72 1.96 -0.58
8 O 2.19 0.01 -1.54
9 O 1.73 1.40 0.97
10 O 0.69 -0.57 1.55
11 H -3.26 -1.09 -0.23
12 H -2.91 0.64 0.47
13 H -0.75 -1.20 -0.89
14 H 2.10 1.73 0.12
15 H 1.04 -1.32 1.04

---

<2>
Entry from the OMol25 dataset: an isolated ion of composition C5H5O5 and charge -1 (ωB97M-V/def2-TZVPD).

HOMO = -0.1700 hartree
Gap between HOMO and LUMO = 8.336 eV
Molecular weight = 145.1 Da
Total charge = -1

Positions of all 15 atoms, in Å:
1 C -0.61 0.78 -2.06
2 C 0.36 -0.62 1.97
3 C 0.96 0.35 0.06
4 C 0.45 -0.94 -0.26
5 C -0.41 0.22 -0.59
6 O -1.58 1.55 -2.11
7 O 0.19 0.43 -2.90
8 O 1.02 0.53 1.47
9 O 0.11 -1.53 1.00
10 O -1.52 0.54 0.18
11 H 0.98 -1.22 2.58
12 H -0.65 -0.24 2.34
13 H 1.85 0.84 -0.32
14 H 0.74 -1.79 -0.85
15 H -1.88 1.10 -0.51

---

The structure with the most favorable energy is <1>; the runner-up is 1.396 eV above it.

---

<1>
Entry from the OMol25 dataset: a 2-piece molecular cluster, C3H10OS overall (ωB97M-V/def2-TZVPD).

2S+1 = 2
HOMO (alpha / beta) = 0.0320 / -0.1937 hartree
Gap between HOMO and LUMO (alpha / beta) = 2.554 / 8.664 eV
Molecular weight = 94.2 Da
Total charge = -1

Positions of all 15 atoms, in Å:
1 C -0.90 2.52 -1.64
2 C -0.45 1.90 -0.26
3 C 0.34 0.62 -0.26
4 S 0.36 -0.46 1.27
5 H -1.48 3.39 -1.28
6 H -1.38 1.84 -2.34
7 H 0.01 2.84 -2.25
8 H 0.13 2.69 0.31
9 H -1.33 1.75 0.31
10 H 1.36 0.68 -0.74
11 H -0.15 -0.08 -0.99
12 H -0.88 -1.01 1.37
13 H 0.94 -2.81 0.06
14 H -0.49 -3.52 0.14
15 O 0.44 -3.58 -0.24

---

<2>
Entry from the OMol25 dataset: a 3-piece molecular cluster, C3H10OS overall (ωB97M-V/def2-TZVPD).

2S+1 = 2
HOMO (alpha / beta) = -0.0832 / -0.1118 hartree
Gap between HOMO and LUMO (alpha / beta) = 6.380 / 7.150 eV
Molecular weight = 94.2 Da
Total charge = -1

Positions of all 15 atoms, in Å:
1 C 0.50 0.10 -1.70
2 C 1.64 0.16 -0.61
3 C 1.74 -1.19 -1.16
4 S -1.87 -0.11 0.32
5 H -0.27 -0.64 -1.64
6 H -0.07 1.01 -1.40
7 H 0.88 0.25 -2.72
8 H 2.45 0.95 -0.73
9 H 1.32 0.26 0.43
10 H 2.64 -1.55 -1.75
11 H 1.12 -2.05 -0.89
12 H -2.80 -0.55 1.20
13 H -0.42 0.82 1.68
14 H -0.12 1.52 2.95
15 O 0.25 0.90 2.32

---

The structure with the most favorable energy is <1>; the runner-up is 1.090 eV above it.

---

<1>
Entry from the OMol25 dataset: a 2-piece molecular cluster, C2H7PS2 overall (ωB97M-V/def2-TZVPD).

HOMO = -0.3331 hartree
Gap between HOMO and LUMO = 9.513 eV
Molecular weight = 126.2 Da

Positions of all 12 atoms, in Å:
1 C -0.45 0.60 -0.57
2 C 0.67 -0.04 0.17
3 P -2.25 0.19 -0.11
4 S 0.73 -1.87 -0.13
5 S 2.17 0.94 -0.08
6 H -0.58 1.95 0.03
7 H -0.43 0.97 -1.65
8 H 0.53 0.01 1.22
9 H -2.03 0.13 1.40
10 H -2.57 -1.26 0.04
11 H 1.71 -1.86 0.79
12 H 2.49 0.24 -1.12

---

<2>
Entry from the OMol25 dataset: a 2-piece molecular cluster, C2H7PS2 overall (ωB97M-V/def2-TZVPD).

HOMO = -0.3174 hartree
Gap between HOMO and LUMO = 9.248 eV
Molecular weight = 126.2 Da

Positions of all 12 atoms, in Å:
1 C 1.51 -1.06 -1.26
2 C 0.43 -1.67 -0.85
3 P -1.43 1.47 0.30
4 S -0.26 -1.71 0.75
5 S -0.22 2.07 1.92
6 H 2.09 -0.55 -0.50
7 H 1.82 -1.12 -2.24
8 H 0.01 -2.56 -1.37
9 H -2.45 1.02 1.13
10 H -2.26 2.59 0.04
11 H 0.12 -0.47 1.17
12 H 0.65 1.99 0.91

---

The structure with the most favorable energy is <2>; the runner-up is 1.045 eV above it.

---

<1>
Entry from the OMol25 dataset: an isolated molecule of C14H18N2O4 (ωB97M-V/def2-TZVPD).

HOMO = -0.3094 hartree
Gap between HOMO and LUMO = 9.137 eV
Molecular weight = 278.3 Da

Positions of all 38 atoms, in Å:
1 C 0.80 4.80 -1.83
2 C 0.11 3.48 -2.13
3 H -0.98 3.58 -2.07
4 H 0.36 3.12 -3.14
5 O 0.55 2.53 -1.17
6 C 0.08 1.29 -1.31
7 O -0.68 0.98 -2.22
8 C 0.56 0.33 -0.32
9 C 0.19 -0.99 -0.42
10 N -0.59 -1.50 -1.36
11 N -1.01 -2.82 -1.39
12 C -1.79 -3.31 -0.34
13 C -1.84 -4.69 -0.11
14 C -2.66 -5.20 0.87
15 C -3.44 -4.36 1.64
16 C -3.40 -3.00 1.41
17 C -2.59 -2.47 0.43
18 H -2.56 -1.40 0.26
19 H -4.01 -2.33 2.01
20 H -4.08 -4.77 2.41
21 H -2.68 -6.27 1.03
22 H -1.22 -5.35 -0.71
23 H -0.30 -3.47 -1.72
24 H -0.97 -0.84 -2.05
25 H 0.56 -1.67 0.34
26 C 1.43 0.66 0.82
27 O 1.92 -0.19 1.54
28 O 1.62 1.97 1.01
29 C 2.47 2.35 2.09
30 C 3.94 2.30 1.68
31 H 4.10 2.91 0.80
32 H 4.22 1.27 1.45
33 H 4.56 2.66 2.49
34 H 2.29 1.68 2.94
35 H 2.17 3.36 2.34
36 H 0.47 5.56 -2.55
37 H 0.55 5.13 -0.83
38 H 1.88 4.68 -1.90

---

<2>
Entry from the OMol25 dataset: an isolated molecule of C14H18N2O4 (ωB97M-V/def2-TZVPD).

HOMO = -0.3203 hartree
Gap between HOMO and LUMO = 8.695 eV
Molecular weight = 278.3 Da

Positions of all 38 atoms, in Å:
1 C 4.23 1.89 3.37
2 C 3.08 2.33 2.32
3 H 3.44 2.81 1.45
4 H 2.43 2.95 2.90
5 O 2.66 1.28 1.81
6 C 1.53 1.38 1.21
7 O 1.10 2.54 0.98
8 C 0.98 0.01 0.61
9 C -0.03 0.04 -0.27
10 N -0.64 1.26 -0.79
11 C -1.65 1.07 -1.62
12 N -2.06 0.01 -2.08
13 C -3.09 0.32 -3.06
14 C -3.73 1.26 -3.46
15 C -3.02 2.54 -3.15
16 C -2.11 2.55 -2.00
17 H -1.65 3.59 -1.78
18 H -3.49 3.54 -3.37
19 H -4.53 1.22 -4.31
20 C -3.81 -1.21 -3.26
21 H -3.56 -1.32 -4.48
22 H -3.24 -2.06 -2.66
23 H -4.85 -1.34 -3.06
24 H -0.26 2.04 -0.25
25 H -0.45 -1.03 -0.76
26 C 1.28 -1.26 1.17
27 O 2.02 -1.22 2.21
28 O 0.86 -2.44 0.43
29 C 1.20 -3.55 1.07
30 C 0.17 -4.01 2.03
31 H -0.77 -4.14 1.58
32 H 0.43 -3.42 2.81
33 H 0.43 -5.12 2.28
34 H 1.22 -4.10 0.04
35 H 2.27 -3.52 1.36
36 H 3.85 1.08 4.15
37 H 4.91 2.73 3.60
38 H 4.87 1.30 2.98

---

The structure with the most favorable energy is <1>; the runner-up is 9.009 eV above it.

---

<1>
Entry from the OMol25 dataset: C12H24IO7W as an isolated structure (ωB97M-V/def2-TZVPD).

HOMO = -0.7056 hartree
Gap between HOMO and LUMO = 6.815 eV
Molecular weight = 591.1 Da
Total charge = +3

Positions of all 45 atoms, in Å:
1 W -0.51 0.49 0.00
2 C -3.09 -1.08 -0.81
3 C -2.33 -2.40 -0.68
4 O -1.23 -2.10 0.18
5 C -0.18 -3.06 0.20
6 C 0.82 -2.49 1.16
7 O 1.10 -1.09 0.77
8 C 2.53 -0.79 0.78
9 C 2.75 0.12 -0.39
10 O 1.71 1.13 -0.31
11 C 2.14 2.39 0.31
12 C 1.56 2.38 1.70
13 O 0.23 1.80 1.56
14 C -0.92 2.70 1.75
15 C -1.93 1.95 0.94
16 O -2.11 -0.06 -0.59
17 H -3.88 -0.94 -0.07
18 H -3.51 -0.93 -1.81
19 H -1.98 -2.78 -1.64
20 H -2.97 -3.15 -0.21
21 H 0.24 -3.20 -0.80
22 H -0.53 -4.03 0.56
23 H 1.75 -3.05 1.11
24 H 0.47 -2.49 2.19
25 H 3.10 -1.71 0.68
26 H 2.78 -0.33 1.74
27 H 2.62 -0.41 -1.33
28 H 3.73 0.59 -0.40
29 H 1.74 3.20 -0.30
30 H 3.22 2.45 0.30
31 H 1.46 3.39 2.11
32 H 2.11 1.77 2.41
33 H -0.67 3.66 1.29
34 H -1.11 2.84 2.81
35 H -2.52 2.54 0.25
36 H -2.52 1.23 1.48
37 I -0.63 2.57 -1.71
38 O 0.54 -0.74 -2.98
39 C 0.14 -0.32 -2.04
40 C -0.50 -0.24 3.39
41 O -1.09 -0.30 2.05
42 H -0.58 -1.22 3.85
43 H -1.03 0.49 3.99
44 H 0.55 0.03 3.28
45 H -1.88 -0.85 2.08

---

<2>
Entry from the OMol25 dataset: C12H24IO7W as an isolated structure (ωB97M-V/def2-TZVPD).

HOMO (alpha / beta) = -0.6885 / -0.6875 hartree
Gap between HOMO and LUMO (alpha / beta) = 6.928 / 6.916 eV
Molecular weight = 591.1 Da
Total charge = +3

Positions of all 45 atoms, in Å:
1 W 0.30 -0.46 -0.66
2 C -2.32 -1.70 0.58
3 C -2.85 -0.82 -0.55
4 O -1.73 -0.06 -1.10
5 C -2.03 0.50 -2.43
6 C -0.86 1.42 -2.82
7 O 0.08 1.34 -1.72
8 C 1.19 2.29 -1.73
9 C 1.80 2.27 -0.34
10 O 1.69 0.92 0.22
11 C 2.92 0.35 0.76
12 C 2.50 -0.90 1.51
13 O 1.53 -1.63 0.67
14 C 0.83 -2.67 1.42
15 C -0.38 -2.00 2.02
16 O -0.99 -1.23 0.94
17 H -2.25 -2.75 0.28
18 H -2.96 -1.62 1.46
19 H -3.59 -0.09 -0.21
20 H -3.28 -1.43 -1.35
21 H -2.97 1.05 -2.33
22 H -2.16 -0.33 -3.12
23 H -1.17 2.46 -2.93
24 H -0.36 1.08 -3.73
25 H 0.79 3.28 -1.96
26 H 1.88 1.98 -2.52
27 H 1.28 2.92 0.35
28 H 2.86 2.54 -0.40
29 H 3.36 1.07 1.45
30 H 3.60 0.14 -0.06
31 H 2.02 -0.66 2.45
32 H 3.35 -1.56 1.67
33 H 1.51 -3.10 2.16
34 H 0.58 -3.45 0.69
35 H -0.13 -1.29 2.81
36 H -1.10 -2.72 2.41
37 I 2.20 -1.01 -2.41
38 O -0.66 -3.04 -2.29
39 C -0.29 -2.13 -1.73
40 C -0.52 1.81 2.42
41 O -0.78 1.57 1.02
42 H -1.27 1.34 3.05
43 H -0.49 2.88 2.63
44 H 0.46 1.39 2.63
45 H -1.59 2.04 0.78

---

The structure with the most favorable energy is <2>; the runner-up is 1.574 eV above it.